1.
The following is a quantum chemistry calculation of C11H40CdF6N2O16S2 as an isolated structure at a distorted geometry, from the Open Molecules 2025 dataset.

```
78
C11H40CdF6N2O16S2 wB97M-V/def2-TZVPD
Cd 0.364 -0.786 -0.856
C 1.258 -4.273 1.040
F 0.231 -3.610 1.522
F 2.306 -4.164 1.935
F 0.844 -5.524 0.989
S 1.720 -3.722 -0.755
O 2.907 -4.513 -1.163
O 0.566 -4.045 -1.603
N 1.894 -1.970 -0.614
S 3.451 -1.635 -0.319
O 3.610 -0.251 0.124
O 4.192 -2.544 0.481
C 4.256 -1.438 -2.087
F 3.516 -0.725 -2.862
F 5.366 -0.676 -1.983
F 4.517 -2.606 -2.665
C -1.086 3.017 0.633
C -0.360 2.625 1.928
C -0.985 3.426 3.098
C -2.162 2.761 3.746
C -1.892 1.319 4.128
C -1.520 0.428 2.876
N -0.438 1.097 2.135
O 0.333 0.211 1.256
C -2.761 0.181 1.956
C -1.150 -0.961 3.475
C 1.195 2.945 1.916
H -2.089 2.596 0.559
H -0.516 2.732 -0.251
H -1.261 4.089 0.538
H -1.389 4.408 2.852
H -0.300 3.738 3.887
H -3.061 2.864 3.138
H -2.440 3.234 4.687
H -2.821 0.865 4.473
H -1.103 1.251 4.877
H -3.376 1.081 1.954
H -3.433 -0.449 2.539
H -2.612 -0.086 0.910
H -0.178 -0.982 3.968
H -0.965 -1.713 2.708
H -1.836 -1.445 4.170
H 1.751 2.537 2.760
H 1.415 4.012 1.946
H 1.677 2.574 1.012
O -1.488 0.064 -5.005
H -2.257 0.359 -4.517
H -0.789 0.660 -4.734
O -1.284 0.530 -1.382
H -2.064 0.629 -1.927
H -1.460 1.067 -0.609
O -2.831 -4.188 -0.657
H -3.727 -4.050 -0.964
H -2.857 -5.037 -0.215
O 1.586 0.632 -1.650
H 2.391 1.042 -1.333
H 1.453 1.005 -2.521
O 0.130 -1.365 -2.853
H -0.636 -1.174 -3.395
H 0.663 -1.950 -3.390
O -3.898 1.462 -1.831
H -4.090 1.388 -2.765
H -4.400 2.225 -1.542
O -1.321 -1.949 -0.159
H -1.643 -1.691 0.704
H -1.777 -2.769 -0.349
O 1.522 -2.758 -5.129
H 0.774 -3.227 -5.499
H 2.194 -3.429 -5.015
O 0.509 1.880 -4.096
H 0.981 1.625 -4.889
H 0.236 2.783 -4.260
O 3.194 2.842 -1.408
H 2.490 3.490 -1.447
H 3.701 3.086 -0.633
O 2.435 0.059 3.087
H 2.984 0.775 2.768
H 1.641 0.110 2.556
```

Computed properties:
ΔE to the lowest compared entry with this formula, charge and spin ... 0.000 eV
Total charge ... 0
Lowest unoccupied orbital energy ... -0.7 eV

---

2.
The following is a quantum chemistry calculation of a 9-piece molecular cluster, C11H40N8O9 overall at a distorted geometry, from the Open Molecules 2025 dataset.

```
68
C11H40N8O9 wB97M-V/def2-TZVPD
N -1.846 -1.961 -0.950
C -2.923 -1.331 -0.648
N -3.718 -2.022 0.069
O -3.223 -0.093 -1.076
H -1.154 -1.573 -1.696
H -1.528 -2.789 -0.444
H -4.730 -1.670 0.096
H -3.748 -3.103 0.271
N -0.832 -1.233 3.883
C -1.573 -1.098 2.861
N -1.800 -2.199 2.112
O -2.193 0.140 2.619
H -0.830 -0.513 4.581
H -0.459 -2.131 4.084
H -2.397 -2.000 1.283
H -1.550 -3.160 2.335
N 2.661 -0.712 -1.931
C 3.112 -1.028 -3.044
N 3.211 -2.307 -3.130
O 2.971 -0.285 -4.109
H 2.344 0.178 -1.622
H 2.758 -1.304 -1.127
H 3.443 -2.804 -4.045
H 3.543 -2.873 -2.352
N 0.013 -1.197 -2.863
C -0.170 -2.286 -3.611
N 0.692 -3.218 -3.501
O -1.305 -2.352 -4.403
H -0.469 -0.327 -3.104
H 1.004 -0.986 -2.575
H 0.638 -4.106 -4.006
H 1.670 -2.961 -3.108
C 0.147 0.497 0.096
C 0.966 1.752 -0.312
O 1.205 1.829 -1.675
H 0.042 0.522 1.194
H 0.601 -0.457 -0.180
H -0.856 0.468 -0.330
H 1.959 1.590 0.166
H 0.532 2.692 0.035
H 0.319 1.966 -2.022
C -3.470 3.745 2.959
C -2.392 3.829 1.913
O -2.327 2.691 1.090
H -3.452 4.632 3.584
H -3.221 2.902 3.600
H -4.404 3.633 2.524
H -1.336 3.886 2.322
H -2.515 4.717 1.370
H -1.998 1.979 1.603
C -1.598 3.062 -2.283
O -1.381 1.686 -2.544
H -2.508 3.469 -2.712
H -0.819 3.579 -2.841
H -1.477 3.304 -1.280
H -2.036 1.267 -2.018
C 2.555 -0.094 3.560
O 1.836 -1.141 2.919
H 2.687 0.792 2.876
H 3.510 -0.382 3.840
H 2.056 0.188 4.485
H 0.928 -1.014 3.091
C 4.430 -0.223 0.515
O 3.570 -1.334 0.754
H 5.472 -0.550 0.167
H 4.519 0.363 1.444
H 3.924 0.425 -0.140
H 2.923 -0.960 1.384
```

Computed properties:
ΔE to the lowest compared entry with this formula, charge and spin ... 5.389 eV
Total charge ... 0
Lowest unoccupied orbital energy ... -0.2 eV

---

3.
The following is a quantum chemistry calculation of a 12-piece molecular cluster, C11H44F2N23O15S2 overall at a distorted geometry, from the Open Molecules 2025 dataset.

```
97
C11H44F2N23O15S2 wB97M-V/def2-TZVPD
N -1.859 -0.047 0.273
S -0.925 1.030 -0.279
O 0.399 0.732 -0.779
O -1.194 2.377 0.300
F -1.732 1.234 -1.633
S -0.984 -0.202 1.693
O -1.245 0.934 2.615
O 0.238 -0.999 1.777
F -2.027 -1.325 2.221
C 6.023 -3.947 1.513
O 5.381 -4.510 0.682
N 5.437 -3.544 2.661
N 7.278 -3.974 1.727
H 5.920 -2.919 3.291
H 4.447 -3.373 2.557
H 7.671 -3.831 2.646
H 7.905 -4.407 1.064
C 0.011 5.892 6.990
O -0.242 6.699 7.786
N 1.134 5.349 6.900
N -0.814 5.338 6.095
H 1.855 5.466 7.598
H 1.231 4.532 6.314
H -0.608 4.505 5.563
H -1.790 5.584 6.185
C -3.378 -4.708 -1.871
O -3.412 -5.827 -2.307
N -2.351 -3.851 -1.759
N -4.419 -4.015 -1.387
H -1.507 -4.055 -2.275
H -2.459 -2.958 -1.298
H -5.410 -4.203 -1.337
H -4.019 -3.257 -0.851
C 4.537 2.875 2.062
O 3.521 2.829 2.748
N 5.331 3.891 2.084
N 4.943 1.830 1.388
H 6.089 3.989 1.424
H 5.157 4.683 2.686
H 5.733 1.938 0.768
H 4.330 1.027 1.402
C -7.956 -3.974 4.554
O -8.846 -3.891 5.361
N -6.848 -3.373 4.645
N -8.030 -4.679 3.479
H -6.839 -2.824 5.493
H -6.069 -3.850 4.215
H -7.101 -4.734 3.087
H -8.811 -5.152 3.046
C 4.684 4.825 -3.883
O 5.482 4.030 -3.434
N 4.647 4.984 -5.155
N 3.666 5.239 -3.175
H 3.965 5.606 -5.566
H 5.306 4.662 -5.849
H 3.408 4.564 -2.469
H 3.008 5.932 -3.502
C 5.678 -1.599 -4.849
O 5.891 -2.598 -5.486
N 6.091 -0.332 -5.096
N 4.910 -1.544 -3.754
H 6.849 -0.311 -5.764
H 5.933 0.525 -4.587
H 4.466 -0.722 -3.369
H 4.661 -2.509 -3.593
C 0.526 1.037 -8.085
O 0.207 1.942 -8.849
N 0.950 -0.123 -8.477
N 0.820 1.055 -6.840
H 1.011 -0.374 -9.453
H 0.886 -0.817 -7.746
H 1.082 0.285 -6.241
H 0.557 1.928 -6.407
C -5.132 -2.237 -7.179
O -6.092 -2.174 -7.899
N -4.508 -1.198 -6.729
N -4.953 -3.175 -6.385
H -4.447 -0.324 -7.231
H -3.631 -1.503 -6.332
H -5.482 -4.014 -6.576
H -4.896 -2.835 -5.435
C -7.107 1.155 0.393
O -8.091 1.519 1.041
N -6.765 1.549 -0.778
N -6.401 0.124 0.746
H -7.082 2.305 -1.369
H -6.040 1.060 -1.283
H -5.460 0.036 0.389
H -6.609 -0.461 1.543
C 2.288 0.271 9.195
O 3.503 0.523 9.274
N 1.706 -0.201 8.155
N 1.460 0.199 10.234
H 0.724 -0.365 8.320
H 2.181 -0.411 7.289
H 0.703 -0.433 10.015
H 1.755 0.597 11.115
```

Computed properties:
ΔE to the lowest compared entry with this formula, charge and spin ... 11.126 eV
Total charge ... -1
Lowest unoccupied orbital energy ... 1.3 eV

---

4.
The following is a quantum chemistry calculation of a 11-piece molecular cluster, C11H44N20O11 overall at a distorted geometry, from the Open Molecules 2025 dataset.

```
86
C11H44N20O11 wB97M-V/def2-TZVPD
N 0.414 4.131 3.870
C 0.825 3.068 3.106
N 0.574 1.900 3.767
O 1.318 3.176 2.004
H 0.465 5.086 3.572
H -0.016 3.987 4.765
H 0.604 1.836 4.767
H 0.644 1.065 3.215
N -1.017 1.101 -4.149
C -1.442 2.311 -4.611
N -2.033 3.115 -3.669
O -1.303 2.695 -5.761
H -1.153 0.863 -3.184
H -0.329 0.633 -4.703
H -2.251 4.016 -4.051
H -2.247 2.790 -2.747
N -3.714 -2.256 -2.380
C -2.375 -2.446 -2.365
N -1.955 -3.705 -2.326
O -1.616 -1.449 -2.357
H -4.020 -1.302 -2.325
H -4.425 -2.959 -2.311
H -2.580 -4.468 -2.513
H -0.981 -3.940 -2.237
N 3.880 1.439 1.869
C 4.930 2.115 2.407
N 6.174 1.659 2.056
O 4.802 2.999 3.236
H 4.031 0.726 1.184
H 2.990 1.823 2.153
H 6.948 2.013 2.588
H 6.374 0.837 1.517
N -0.786 4.501 -0.193
C 0.059 4.071 -1.187
N 0.685 5.089 -1.832
O 0.369 2.905 -1.372
H -0.496 5.347 0.265
H -1.186 3.770 0.378
H 1.397 4.862 -2.503
H 0.583 6.066 -1.635
N 2.034 -3.436 -5.302
C 1.082 -3.292 -4.350
N 0.488 -2.069 -4.271
O 0.624 -4.237 -3.713
H 2.555 -2.650 -5.646
H 2.384 -4.351 -5.513
H 0.870 -1.338 -4.845
H -0.283 -1.863 -3.627
N -4.085 -1.206 2.753
C -3.126 -2.155 2.484
N -2.246 -1.764 1.533
O -3.172 -3.269 2.967
H -4.903 -1.467 3.271
H -4.056 -0.249 2.449
H -2.288 -0.849 1.124
H -1.586 -2.382 1.087
N 2.568 -4.301 1.342
C 1.450 -3.941 0.646
N 1.671 -3.726 -0.684
O 0.374 -3.715 1.175
H 2.644 -4.408 2.336
H 3.356 -4.601 0.797
H 2.540 -3.930 -1.137
H 0.954 -3.215 -1.164
N 0.320 -2.035 3.688
C 1.330 -1.330 4.248
N 2.409 -1.218 3.404
O 1.256 -0.717 5.299
H 0.415 -2.585 2.848
H -0.596 -2.005 4.100
H 3.210 -0.763 3.802
H 2.390 -1.638 2.495
N -2.515 0.824 -0.326
C -2.979 1.785 0.535
N -4.328 1.869 0.673
O -2.221 2.393 1.276
H -3.133 0.337 -0.952
H -1.550 0.951 -0.606
H -4.655 2.526 1.360
H -4.931 1.708 -0.116
C 0.672 -0.063 0.032
O 0.767 -0.337 -1.359
H 0.915 0.994 0.161
H -0.259 -0.305 0.539
H 1.481 -0.595 0.552
H 0.012 -0.858 -1.674
```

Computed properties:
ΔE to the lowest compared entry with this formula, charge and spin ... 0.769 eV
Total charge ... 0
Lowest unoccupied orbital energy ... 0.0 eV

---

5.
The following is a quantum chemistry calculation of C11H44N22O11 as an isolated structure at a distorted geometry, from the Open Molecules 2025 dataset.

```
88
C11H44N22O11 wB97M-V/def2-TZVPD
C -2.273 -0.944 -0.982
O -2.450 0.207 -0.584
N -1.996 -1.232 -2.196
N -2.514 -1.905 -0.255
H -2.004 -2.207 -2.459
H -1.816 -0.529 -2.898
H -2.210 -2.792 -0.630
H -2.808 -1.776 0.702
C -1.929 0.306 4.066
O -3.023 0.192 4.478
N -0.858 0.459 4.692
N -1.642 0.296 2.768
H 0.088 0.459 4.338
H -1.056 0.565 5.677
H -2.432 0.163 2.153
H -0.664 0.286 2.517
C -1.631 1.414 -3.200
O -2.219 0.387 -3.530
N -0.796 1.435 -2.230
N -1.897 2.643 -3.673
H -0.490 2.256 -1.727
H -0.788 0.615 -1.640
H -1.360 3.400 -3.275
H -2.627 2.650 -4.371
C -0.301 -2.470 1.740
O 0.617 -3.000 1.186
N -1.147 -3.054 2.528
N -0.647 -1.190 1.762
H -2.035 -2.667 2.814
H -1.035 -4.040 2.714
H -1.601 -0.881 1.879
H -0.179 -0.573 1.114
C 3.724 -0.778 -1.430
O 2.997 -1.102 -2.358
N 4.314 0.311 -1.351
N 3.752 -1.370 -0.329
H 4.995 0.450 -0.618
H 4.278 0.914 -2.161
H 3.324 -2.269 -0.159
H 4.383 -0.965 0.348
C 1.618 -1.112 2.948
O 2.214 -0.785 1.939
N 1.375 -2.348 3.314
N 1.194 -0.306 3.877
H 0.913 -2.575 4.183
H 1.279 -3.073 2.617
H 0.776 -0.537 4.767
H 1.387 0.654 3.630
C 0.115 1.890 2.440
O 0.904 1.091 1.980
N -0.931 2.353 1.878
N 0.262 2.543 3.559
H -1.276 1.956 1.016
H -1.426 3.158 2.235
H 1.098 2.432 4.114
H -0.591 2.923 3.944
C 0.514 0.022 -0.393
O 0.237 0.062 -1.582
N -0.313 0.544 0.498
N 1.699 -0.368 0.171
H -0.037 0.907 1.399
H -1.077 1.005 0.025
H 2.410 -0.731 -0.448
H 1.656 -0.542 1.165
C 0.601 0.516 -4.647
O 0.285 1.576 -5.092
N 0.662 0.187 -3.394
N 1.219 -0.359 -5.322
H 0.411 0.891 -2.714
H 0.726 -0.791 -3.153
H 1.315 -0.236 -6.320
H 1.718 -1.100 -4.850
C 1.249 -2.848 -2.684
O 0.312 -3.423 -3.115
N 1.242 -1.665 -2.060
N 2.500 -3.154 -2.908
H 2.101 -1.282 -1.693
H 0.356 -1.223 -1.862
H 2.796 -3.944 -3.464
H 3.147 -2.414 -2.676
C -1.819 3.326 0.220
O -0.592 3.301 0.039
N -2.607 4.343 0.203
N -2.461 2.256 0.205
H -3.604 4.254 0.338
H -2.146 5.232 0.075
H -3.456 2.368 0.071
H -2.002 1.361 0.110
```

Computed properties:
ΔE to the lowest compared entry with this formula, charge and spin ... 50.749 eV
Total charge ... 0
Lowest unoccupied orbital energy ... -0.2 eV

---

6.
The following is a quantum chemistry calculation of C11H4ClF6IN2O5PtS2 as an isolated structure at a distorted geometry, from the Open Molecules 2025 dataset.

```
33
C11H4ClF6IN2O5PtS2 wB97M-V/def2-TZVPD
Pt 0.185 0.969 0.285
Cl -1.636 -5.622 -0.725
C -1.479 -3.920 -0.906
C -1.597 -3.349 -2.158
C -1.397 -1.989 -2.345
I -1.485 -1.100 -4.231
C -1.069 -1.128 -1.285
O -0.833 0.110 -1.462
C -1.001 -1.730 0.024
N -0.724 -0.882 1.037
C -0.644 -1.338 2.270
C -0.828 -2.691 2.568
C -1.102 -3.579 1.556
C -1.202 -3.115 0.231
H -1.821 -3.969 -3.014
H -0.439 -0.613 3.043
H -0.754 -3.031 3.588
H -1.261 -4.624 1.763
F -1.439 3.148 0.679
C -0.624 4.002 1.321
F -1.152 4.229 2.521
F -0.602 5.140 0.647
S 1.095 3.246 1.480
O 0.866 2.041 2.248
O 1.923 4.235 2.058
N 1.320 2.931 -0.060
S 2.621 2.092 -0.449
O 2.584 0.778 0.153
O 3.842 2.802 -0.370
C 2.239 1.798 -2.277
F 0.937 1.926 -2.510
F 2.598 0.566 -2.634
F 2.879 2.668 -3.047
```

Computed properties:
Total charge ... 0
Lowest unoccupied orbital energy (spin up / spin down) ... -2.1 / -2.0 eV

---

Copy entry 6 word for word.
The following is a quantum chemistry calculation of C11H4ClF6IN2O5PtS2 as an isolated structure at a distorted geometry, from the Open Molecules 2025 dataset.

```
33
C11H4ClF6IN2O5PtS2 wB97M-V/def2-TZVPD
Pt 0.185 0.969 0.285
Cl -1.636 -5.622 -0.725
C -1.479 -3.920 -0.906
C -1.597 -3.349 -2.158
C -1.397 -1.989 -2.345
I -1.485 -1.100 -4.231
C -1.069 -1.128 -1.285
O -0.833 0.110 -1.462
C -1.001 -1.730 0.024
N -0.724 -0.882 1.037
C -0.644 -1.338 2.270
C -0.828 -2.691 2.568
C -1.102 -3.579 1.556
C -1.202 -3.115 0.231
H -1.821 -3.969 -3.014
H -0.439 -0.613 3.043
H -0.754 -3.031 3.588
H -1.261 -4.624 1.763
F -1.439 3.148 0.679
C -0.624 4.002 1.321
F -1.152 4.229 2.521
F -0.602 5.140 0.647
S 1.095 3.246 1.480
O 0.866 2.041 2.248
O 1.923 4.235 2.058
N 1.320 2.931 -0.060
S 2.621 2.092 -0.449
O 2.584 0.778 0.153
O 3.842 2.802 -0.370
C 2.239 1.798 -2.277
F 0.937 1.926 -2.510
F 2.598 0.566 -2.634
F 2.879 2.668 -3.047
```

Computed properties:
Total charge ... 0
Lowest unoccupied orbital energy (spin up / spin down) ... -2.1 / -2.0 eV

---

What did the sixth record say?
The following is a quantum chemistry calculation of C11H4ClF6IN2O5PtS2 as an isolated structure at a distorted geometry, from the Open Molecules 2025 dataset.

```
33
C11H4ClF6IN2O5PtS2 wB97M-V/def2-TZVPD
Pt 0.185 0.969 0.285
Cl -1.636 -5.622 -0.725
C -1.479 -3.920 -0.906
C -1.597 -3.349 -2.158
C -1.397 -1.989 -2.345
I -1.485 -1.100 -4.231
C -1.069 -1.128 -1.285
O -0.833 0.110 -1.462
C -1.001 -1.730 0.024
N -0.724 -0.882 1.037
C -0.644 -1.338 2.270
C -0.828 -2.691 2.568
C -1.102 -3.579 1.556
C -1.202 -3.115 0.231
H -1.821 -3.969 -3.014
H -0.439 -0.613 3.043
H -0.754 -3.031 3.588
H -1.261 -4.624 1.763
F -1.439 3.148 0.679
C -0.624 4.002 1.321
F -1.152 4.229 2.521
F -0.602 5.140 0.647
S 1.095 3.246 1.480
O 0.866 2.041 2.248
O 1.923 4.235 2.058
N 1.320 2.931 -0.060
S 2.621 2.092 -0.449
O 2.584 0.778 0.153
O 3.842 2.802 -0.370
C 2.239 1.798 -2.277
F 0.937 1.926 -2.510
F 2.598 0.566 -2.634
F 2.879 2.668 -3.047
```

Computed properties:
Total charge ... 0
Lowest unoccupied orbital energy (spin up / spin down) ... -2.1 / -2.0 eV